Molecular formula: C34H96O14
Method: DFT, ωB97M-V with the def2-TZVPD basis set

```
144
Properties=species:S:1:pos:R:3:forces:R:3
C 3.307223 -2.224504 2.439923 0.75 -0.16 0.66
O 2.206811 -2.161794 3.373569 1.09 -0.28 -1.48
H 4.182603 -1.825811 2.952636 -0.10 0.32 -0.15
H 3.604140 -3.236508 2.164630 -0.35 -0.40 0.35
H 3.161650 -1.751329 1.468838 -0.44 0.59 0.18
H 1.561367 -2.730633 2.947621 -0.74 0.08 0.02
C 2.508341 3.943106 -1.020780 -1.97 -0.64 0.73
O 1.299112 4.358730 -0.400160 -0.26 -1.48 -2.55
H 3.169125 3.476163 -0.290415 0.41 0.30 -0.02
H 2.224370 3.325513 -1.872859 0.24 0.14 -0.01
H 2.769423 4.958394 -1.319316 1.08 0.63 -0.50
H 1.412110 4.767450 0.461100 0.67 1.41 2.74
C -3.526663 -1.646390 3.541052 -1.08 -1.00 1.77
O -3.219235 -1.357524 2.241197 0.59 1.32 -1.67
H -3.681977 -2.722747 3.614656 0.36 -0.03 0.43
H -2.738950 -1.236359 4.173094 -0.19 -0.51 0.54
H -4.491168 -1.191870 3.767422 -0.08 0.06 0.49
H -3.135452 -0.406232 2.339329 0.29 0.34 -1.30
C -0.217752 -4.022275 3.701053 -0.78 -2.82 0.71
O -0.089886 -3.392877 2.466093 0.07 1.28 -0.18
H -1.274160 -4.119009 3.951558 -0.11 0.46 0.53
H 0.036785 -5.061918 3.494996 0.38 -0.39 0.53
H 0.358874 -3.722713 4.576192 0.14 0.81 -0.46
H -0.984720 -3.479018 2.129261 0.20 0.45 -1.10
C 0.827105 5.219293 4.234548 -0.54 0.16 0.46
C 1.138363 4.560187 2.887237 0.79 0.22 2.87
C -0.074607 3.892259 2.382203 -1.16 -0.05 -1.00
O 1.611458 5.536036 1.997497 -0.18 0.19 -2.54
H -0.033651 5.886228 4.185671 -0.12 0.07 -0.45
H 1.617844 5.832262 4.667099 0.39 -0.23 -0.23
H 0.532171 4.491976 4.990954 0.27 -0.24 -0.08
H 1.929962 3.829391 3.052790 0.12 -0.17 -0.01
H -0.506300 3.261286 3.159126 0.06 0.02 -0.14
H 0.047259 3.285469 1.484958 0.40 -0.44 -0.08
H -0.810541 4.628447 2.058879 -0.20 0.20 0.34
H 2.226350 6.185994 2.345451 0.02 -0.18 0.43
C -1.759673 4.205261 -3.762728 0.67 0.53 -0.51
C -2.443449 3.399548 -2.701822 -0.22 0.71 0.34
C -2.014801 3.819430 -1.290717 -0.68 -0.55 0.60
O -3.857714 3.576262 -2.886171 0.30 -0.17 0.80
H -2.439734 4.346156 -4.602824 0.37 -0.46 -0.42
H -0.829423 3.707627 -4.036754 0.00 0.16 -0.46
H -1.521138 5.235996 -3.500446 0.01 -0.01 0.50
H -2.200158 2.350225 -2.868653 -0.02 -0.15 0.25
H -1.112635 3.322728 -0.933664 0.30 -0.06 -0.48
H -2.754404 3.468439 -0.571054 -0.28 0.01 -0.02
H -1.902470 4.888263 -1.108866 -0.09 0.11 -0.46
H -3.981694 3.439277 -3.828225 -0.39 -0.02 -0.09
C 6.524270 -0.152926 -3.496249 1.28 -0.19 0.49
C 5.635589 -1.320475 -3.187557 -0.88 0.62 2.42
C 5.426144 -1.515686 -1.610193 0.13 -0.06 -1.66
O 4.361520 -0.882013 -3.638502 -0.06 -0.53 -0.63
H 7.528757 -0.225659 -3.079324 0.12 -0.47 0.20
H 6.097857 0.693936 -2.958583 -0.18 0.35 -0.64
H 6.712479 -0.028162 -4.562609 -0.60 0.37 0.00
H 5.945369 -2.279882 -3.601877 0.05 0.05 -0.35
H 6.374389 -1.685369 -1.100157 -0.20 0.01 0.24
H 4.711925 -2.325956 -1.463682 0.34 -0.49 0.04
H 4.845955 -0.670678 -1.239467 0.54 0.43 0.06
H 3.730753 -1.474492 -3.222943 -0.75 -0.06 -0.06
C -1.014501 -0.294079 6.334710 -0.48 0.05 -0.23
C -0.181274 -0.620641 5.091525 -0.64 0.39 1.55
C 0.190833 0.478673 4.158476 -0.26 1.55 -1.27
O 1.019844 -1.075682 5.575167 1.44 -0.96 0.95
H -2.019093 0.045653 6.082736 -0.10 0.07 -0.09
H -0.587225 0.438792 7.019131 0.34 0.11 -0.32
H -1.124193 -1.212696 6.911094 0.01 -0.06 -0.04
H -0.660242 -1.477817 4.618318 -0.47 0.22 -0.68
H 0.767625 0.084513 3.321790 -0.34 -0.25 -0.33
H 0.884450 1.225858 4.544133 0.08 -0.24 0.95
H -0.616789 1.116218 3.798763 -0.50 -0.36 -0.35
H 1.476524 -1.363676 4.781379 0.95 -0.39 0.01
C -2.396788 -1.413464 -3.969336 -0.82 -0.01 0.65
C -2.085272 0.028777 -4.366919 -0.80 -0.84 -0.09
C -0.682496 0.462527 -3.932784 -0.21 0.06 -0.10
O -2.307909 0.155484 -5.763849 0.98 0.26 -0.22
H -1.523835 -2.045309 -3.805556 -0.11 0.00 -0.06
H -3.120003 -1.860651 -4.651310 0.49 -0.03 -0.60
H -3.039938 -1.393631 -3.089530 0.52 -0.08 0.72
H -2.934234 0.605757 -4.000251 0.48 0.53 0.64
H -0.500243 1.509782 -4.173923 0.00 0.04 0.13
H 0.095894 -0.117178 -4.428922 -0.14 -0.19 -0.42
H -0.475813 0.248667 -2.884142 -0.32 0.20 0.06
H -1.570233 -0.347175 -6.117058 0.00 -0.06 -0.84
C 1.526285 -4.556125 -1.388683 -0.51 0.94 -1.23
C 2.062089 -3.775495 -2.640117 -2.65 -0.28 0.28
C 1.026899 -3.962623 -3.888025 2.17 -1.32 1.06
O 2.024024 -2.377531 -2.378577 1.18 -0.01 -0.01
H 1.484365 -5.610207 -1.663011 0.14 -0.06 0.52
H 0.514515 -4.188664 -1.217232 -0.34 -0.26 -0.07
H 2.026912 -4.310349 -0.452155 0.55 -0.36 -0.21
H 3.094576 -4.113248 -2.729576 0.00 0.23 -0.98
H 0.798838 -5.020398 -4.019185 -0.08 -0.19 0.11
H 1.535664 -3.696181 -4.814454 -0.26 0.53 0.04
H 0.077373 -3.453991 -3.721313 0.40 0.28 0.13
H 1.311585 -2.259405 -1.746071 -0.48 0.47 0.35
C -4.629875 -3.472284 0.142907 0.74 -0.69 -0.51
C -3.168073 -4.081329 0.123740 -1.64 0.60 1.07
C -2.874912 -4.788959 -1.166275 0.74 0.61 -0.82
O -2.221733 -3.021558 0.387542 0.48 -0.55 -0.98
H -5.417534 -4.206967 0.309994 0.29 -0.31 0.51
H -4.907296 -3.130184 -0.854136 0.38 0.53 -0.09
H -4.713783 -2.663081 0.868341 -0.07 -0.09 -0.11
H -3.027338 -4.736181 0.983657 -0.41 -0.48 -0.05
H -3.689042 -5.381945 -1.583000 -0.04 -0.17 0.54
H -1.944788 -5.357117 -1.153191 -0.13 -0.24 0.24
H -2.699501 -4.021132 -1.919773 -0.03 0.25 -0.14
H -2.577053 -2.440213 1.063841 -0.43 0.41 0.31
C 1.260806 0.317384 -0.380637 -0.51 -0.01 -0.56
C -0.025894 -0.371732 0.029133 0.00 -1.62 0.88
C -1.276281 0.451515 -0.165270 0.29 -0.75 0.00
O -0.027922 -1.703488 -0.545479 0.72 1.45 -0.84
H 1.482456 1.205283 0.211485 0.09 -0.21 0.58
H 1.135502 0.723005 -1.384569 0.18 -0.31 -0.40
H 2.055149 -0.428885 -0.367250 0.24 0.35 0.01
H -0.011234 -0.587226 1.097512 0.35 0.27 0.42
H -1.097968 1.228799 0.577772 -0.55 0.74 -0.45
H -2.157129 -0.112453 0.141557 -0.03 -0.02 0.00
H -1.417259 0.738628 -1.207290 -0.02 0.55 0.25
H -0.802116 -2.183577 -0.242565 -0.62 -0.39 0.16
C 4.008690 2.041716 2.583316 1.24 -0.04 1.09
C 5.321078 1.470018 1.942503 -0.71 1.86 -0.84
C 5.217873 1.763748 0.450864 0.84 0.12 -0.69
O 6.488697 2.138576 2.530733 -1.03 -1.69 -0.26
H 3.034006 1.623124 2.332549 0.24 -0.24 -0.47
H 4.044378 3.115710 2.400654 -0.24 0.23 -0.59
H 4.064172 2.058511 3.671770 0.11 -0.55 0.18
H 5.459000 0.390568 1.880405 0.10 0.01 1.43
H 4.320711 1.365457 -0.023019 -0.27 -0.08 0.26
H 6.043148 1.288437 -0.079335 0.12 0.02 -0.03
H 5.304903 2.825478 0.220080 -0.11 0.31 0.12
H 6.531375 3.068542 2.296318 -0.33 0.05 -0.27
C -4.894581 1.110701 -0.602061 0.92 -0.25 0.79
C -6.110124 1.288282 -1.405630 -0.62 -0.07 -1.68
C -6.046331 0.472421 -2.657692 0.35 -1.26 -1.28
O -7.238553 0.787126 -0.725398 -0.49 0.45 1.06
H -4.802897 0.043824 -0.398436 0.20 -0.09 0.32
H -4.946938 1.680195 0.325851 0.02 -0.10 0.15
H -4.012172 1.434681 -1.153873 -0.04 0.07 -0.06
H -6.208643 2.330196 -1.710308 -0.33 0.29 0.33
H -6.171083 -0.581541 -2.409326 0.05 -0.25 0.38
H -5.112181 0.460247 -3.219223 0.10 0.59 -0.02
H -6.865309 0.649770 -3.354766 0.00 0.48 -0.05
H -7.779713 0.302901 -1.353308 -0.11 0.10 0.08
```
Positions in Å, forces in eV/Å.

Output
Charge: +1
Energy above the lowest of the compared OMol25 structures with the same formula, charge and spin, eV: 0.000
HOMO-LUMO gap (spin up / spin down), eV: 8.74 / 2.44
2S+1: 2
LUMO energy (spin up / spin down), eV: -2.82 / -9.11

Mulliken population analysis, charges in e, atoms 1 to 6: number 1, C, carries -0.4044; number 2, O, carries -0.3698; number 3, H, carries 0.3548; number 4, H, carries 0.3640; number 5, H, carries -0.0595; number 6, H, carries 0.3365